Record 1
C4H13N2O2 | wB97M-V/def2-TZVPD

The value obtained for the LUMO energy is 3.614 eV. As for the charge: -1. As for the strongest force on any atom: 4.7 eV Å⁻¹. Its energy above the lowest of the compared OMol25 structures with the same formula, charge and spin is 415.1 kJ/mol.

Structure (XYZ):
```
21
Properties=species:S:1:pos:R:3:mulliken_charge:R:1
C 0.234 -0.425 -0.715 -0.736
C 0.724 0.276 0.556 -0.123
C 0.239 -0.500 1.827 -0.595
O 0.774 -1.732 2.000 -0.812
N 0.138 0.765 -2.112 -0.633
C -1.261 0.906 -2.384 -0.074
N -1.361 2.237 -3.018 -0.652
H -0.854 -0.467 -0.604 0.143
H 0.544 -1.480 -0.698 0.365
H 0.259 1.255 0.679 0.271
H 1.815 0.311 0.634 0.222
H -0.860 -0.606 1.672 0.281
H 0.370 0.248 2.657 0.255
H 0.424 -0.292 -1.983 0.303
H -1.948 0.836 -1.512 0.228
H -1.674 0.154 -3.097 0.212
H -2.132 2.768 -2.630 0.223
H -0.510 2.738 -2.769 0.245
H 1.374 -1.875 3.178 0.492
H 1.912 -3.034 4.120 0.221
O 1.793 -2.082 4.201 -0.835
```

Record 2
C35H38BF3O4S | wB97M-V/def2-TZVPD

The value obtained for the LUMO energy is -0.857 eV. As for the strongest force on any atom: 5.0 eV Å⁻¹. Its energy above the lowest of the compared OMol25 structures with the same formula, charge and spin is 323.5 kJ/mol.

Structure (XYZ):
```
82
Properties=species:S:1:pos:R:3:mulliken_charge:R:1
C 2.495 -4.047 5.000 -0.886
O 2.498 -2.590 4.905 -0.351
C 2.215 -1.969 3.725 0.543
C 2.464 -0.582 3.602 -0.712
C 1.743 0.133 2.659 -0.570
C 0.832 -0.506 1.823 0.288
C -0.246 0.364 1.052 1.179
C 0.305 1.513 0.229 -1.582
C 0.730 1.747 -1.200 -0.569
C 1.921 1.010 -1.876 -0.112
C 2.620 1.642 -2.942 -0.434
C 3.551 0.941 -3.697 -0.740
C 3.658 -0.463 -3.477 0.599
O 4.145 -1.220 -4.498 -0.456
C 3.778 -2.623 -4.522 -0.747
C 3.140 -1.050 -2.294 -0.782
C 2.237 -0.304 -1.542 0.025
C 0.853 -1.899 1.730 -0.321
C 1.589 -2.654 2.656 -0.591
H 2.675 -4.220 6.061 0.263
H 1.537 -4.516 4.710 0.324
H 3.320 -4.465 4.398 0.361
H 3.111 -0.085 4.323 0.415
H 1.854 1.210 2.545 0.390
H -0.776 -0.244 0.290 0.261
H 0.407 2.479 0.759 0.548
H 0.945 2.836 -1.167 0.227
H 2.383 2.678 -3.185 0.337
H 4.091 1.414 -4.519 0.406
H 4.067 -2.965 -5.513 0.259
H 4.343 -3.163 -3.748 0.307
H 2.693 -2.763 -4.387 0.313
H 3.333 -2.102 -2.066 0.361
H 1.704 -0.772 -0.712 0.256
H 0.277 -2.421 0.970 0.503
H 1.594 -3.748 2.633 0.414
C -2.947 3.855 0.165 -1.203
C -2.642 2.604 0.878 0.496
C -3.287 1.367 0.758 -0.324
C -2.718 0.329 1.444 -1.491
C -1.409 0.669 2.113 1.991
B -0.133 1.612 -2.659 0.751
C -1.287 0.087 3.515 0.585
C -1.612 -1.253 3.724 -0.439
C -1.212 -1.902 4.889 -1.120
C -0.536 -1.160 5.849 0.675
C -0.008 -1.840 7.075 0.862
F 1.101 -1.219 7.579 -0.292
F -0.921 -1.887 8.090 -0.293
F 0.371 -3.139 6.849 -0.246
C -0.357 0.212 5.729 -1.147
C -0.783 0.838 4.567 -0.331
O -0.731 0.357 -2.671 -0.386
C -1.452 0.352 -3.910 1.566
C -0.484 -0.119 -5.000 -1.777
C -2.580 -0.646 -3.710 -1.834
C -1.823 1.900 -4.109 1.474
C -1.809 2.391 -5.547 -1.751
C -3.105 2.363 -3.398 -1.615
O -0.681 2.551 -3.462 -0.489
S -1.500 2.520 2.149 -0.623
H -3.975 3.819 -0.200 0.359
H -2.826 4.711 0.833 0.402
H -2.293 3.965 -0.706 0.195
H -4.194 1.259 0.160 0.472
H -3.138 -0.689 1.435 0.355
H -2.120 -1.816 2.943 0.214
H -1.390 -2.971 5.041 0.387
H 0.139 0.782 6.518 0.433
H -0.644 1.924 4.480 0.274
H -1.044 -0.380 -5.902 0.418
H 0.269 0.647 -5.241 0.275
H 0.046 -1.015 -4.666 0.409
H -3.194 -0.707 -4.615 0.385
H -2.145 -1.635 -3.492 0.444
H -3.250 -0.380 -2.879 0.303
H -2.421 1.736 -6.179 0.341
H -2.267 3.388 -5.578 0.456
H -0.776 2.448 -5.924 0.288
H -3.993 1.872 -3.814 0.357
H -3.096 2.156 -2.322 -0.036
H -3.226 3.448 -3.524 0.503
```

Record 3
C39H67N3O6S | wB97M-V/def2-TZVPD

The value obtained for the LUMO energy is 0.308 eV. As for the strongest force on any atom: 5.1 eV Å⁻¹. The SMILES is CCCCCCCCC[C@@H]1[C@@H](CCOC=O)[C@H](OC[C@@H](C)CC(C)C)[C@@H]([C@H](C)CC)OS1(=O)=O.c1cc[nH]c1.c1cc[nH]c1.c1cc[nH]c1.

Structure (XYZ):
```
116
Properties=species:S:1:pos:R:3:mulliken_charge:R:1
C -5.833 2.529 -3.929 -0.854
C -5.004 1.798 -5.096 -0.499
C -5.410 0.255 -5.291 -0.637
C -4.554 -0.595 -4.189 -0.260
C -3.482 -1.453 -5.044 -0.753
C -2.410 -2.153 -4.074 -0.802
C -1.596 -1.038 -3.202 0.278
C -0.133 -1.642 -2.964 -1.450
C 0.627 -1.108 -1.655 -0.233
C -0.218 -1.189 -0.296 -0.504
C 0.687 -0.631 0.902 1.297
C 0.356 0.919 1.308 -0.783
C -0.344 1.757 0.135 -0.115
O 0.115 3.160 0.278 -0.292
C -0.197 3.667 1.565 0.128
O 0.776 3.861 2.344 -0.484
C 0.772 -1.467 2.248 -0.761
O 2.083 -2.138 2.268 -0.374
C 3.113 -1.259 2.768 -0.540
C 4.398 -1.383 1.767 0.388
C 4.707 0.116 1.193 -1.275
C 5.710 -1.951 2.490 -0.589
C 6.997 -1.739 1.531 0.445
C 7.887 -0.461 2.012 -1.192
C 7.988 -3.030 1.522 -1.468
C -0.318 -2.553 2.601 -0.495
C -1.323 -2.161 3.827 -0.134
C -2.573 -3.184 3.937 -1.266
C -1.853 -0.653 3.788 -0.606
C -2.659 -0.234 2.466 -0.680
O -1.172 -3.058 1.540 -0.504
S -0.447 -3.030 0.036 1.353
O -1.411 -3.673 -0.923 -0.686
O 0.887 -3.755 0.043 -0.668
H -5.460 3.615 -3.858 0.325
H -5.606 2.017 -2.919 0.240
H -6.941 2.475 -4.191 0.202
H -5.146 2.393 -6.062 0.357
H -3.880 1.826 -4.832 0.230
H -6.518 0.146 -5.042 0.309
H -5.246 -0.140 -6.349 0.357
H -4.078 0.101 -3.424 0.102
H -5.305 -1.328 -3.703 0.258
H -2.898 -0.776 -5.758 0.307
H -4.079 -2.209 -5.675 0.348
H -2.992 -2.844 -3.353 0.196
H -1.660 -2.797 -4.645 0.441
H -1.600 -0.069 -3.815 0.354
H -2.216 -0.884 -2.258 -0.067
H -0.091 -2.792 -2.983 0.426
H 0.509 -1.311 -3.868 0.429
H 1.058 -0.081 -1.893 0.112
H 1.538 -1.805 -1.505 0.494
H -1.270 -0.760 -0.351 0.240
H 1.760 -0.572 0.476 -0.148
H 1.377 1.426 1.499 0.402
H -0.220 1.009 2.284 0.157
H -1.471 1.785 0.314 0.216
H -0.050 1.455 -0.920 0.026
H -1.232 3.962 1.938 0.352
H 0.813 -0.717 3.128 0.828
H 3.491 -1.599 3.801 0.289
H 2.847 -0.151 2.780 0.178
H 4.188 -2.034 0.855 0.229
H 5.080 0.767 2.066 0.274
H 3.665 0.546 0.928 0.291
H 5.402 0.114 0.295 0.343
H 5.623 -3.092 2.648 0.081
H 5.890 -1.495 3.537 0.373
H 6.698 -1.597 0.425 0.272
H 8.997 -0.580 1.771 0.381
H 7.488 0.448 1.423 0.259
H 7.753 -0.274 3.136 0.257
H 8.691 -2.852 0.622 0.394
H 8.602 -3.125 2.477 0.272
H 7.386 -3.965 1.257 0.391
H 0.249 -3.476 3.010 0.396
H -0.702 -2.276 4.787 0.444
H -2.208 -4.259 3.784 0.355
H -3.343 -2.853 3.158 0.264
H -3.060 -3.051 4.975 0.370
H -0.979 0.030 4.061 0.323
H -2.603 -0.552 4.664 0.525
H -2.398 -0.822 1.529 -0.021
H -3.783 -0.202 2.699 0.456
H -2.374 0.865 2.237 0.105
N 2.358 5.372 -4.149 0.032
C 2.759 4.068 -4.256 -0.624
C 2.257 3.380 -3.178 -0.550
C 1.521 4.304 -2.394 0.246
C 1.599 5.524 -3.019 -0.912
H 2.586 6.106 -4.800 0.182
H 3.367 3.742 -5.087 0.384
H 2.403 2.329 -2.977 0.378
H 0.992 4.097 -1.474 0.501
H 1.182 6.484 -2.758 0.366
N -9.632 3.969 -3.307 0.025
C -10.277 4.526 -4.379 -0.509
C -9.838 5.821 -4.512 -0.396
C -8.889 6.052 -3.486 -0.330
C -8.780 4.891 -2.760 -0.554
H -9.763 3.028 -2.973 0.205
H -10.992 3.955 -4.952 0.375
H -10.164 6.523 -5.265 0.386
H -8.345 6.966 -3.299 0.401
H -8.172 4.642 -1.903 0.397
N 5.402 -3.683 5.918 0.077
C 6.561 -3.051 6.284 -0.227
C 6.688 -3.155 7.648 -0.640
C 5.567 -3.881 8.122 -0.346
C 4.792 -4.195 7.032 -0.575
H 5.052 -3.759 4.976 0.208
H 7.193 -2.583 5.545 0.369
H 7.498 -2.754 8.238 0.393
H 5.351 -4.144 9.147 0.389
H 3.862 -4.737 6.954 0.375
```